Record 1
# C80H220N20O20

A 20-piece molecular cluster, C80H220N20O20 overall in a non-equilibrium geometry (ωB97M-V with the def2-TZVPD basis set, OMol25).

Each line ends with the Mulliken charge.
Cartesian coordinates (Å):
C 0.78825 -6.40489 -2.05718  -0.423
C 0.71003 -7.87277 -1.67524  0.352
C 1.25273 -8.06239 -0.18104  -0.880
O 2.52655 -7.54703 0.12384  -0.364
C 3.49736 -8.49384 -0.28765  -1.051
N -0.64454 -8.38792 -1.84083  -0.634
H 1.83811 -6.13363 -1.94614  -0.077
H 0.26049 -5.76671 -1.34844  -0.153
H 0.40728 -6.21221 -3.06009  0.385
H 1.34104 -8.46334 -2.33943  0.361
H 1.15666 -9.11649 0.07922  0.465
H 0.52478 -7.69953 0.54459  -0.014
H 3.48892 -9.47608 0.18484  0.357
H 4.43715 -8.11379 0.11292  0.360
H 3.62476 -8.55881 -1.36823  0.326
H -0.63428 -9.38967 -1.71248  0.239
H -0.89901 -8.36168 -2.81790  0.257
C -5.59188 -5.10222 -3.94340  -1.366
C -4.71348 -5.84006 -4.97365  0.333
C -4.18607 -4.96447 -6.15796  0.072
O -5.32945 -4.22065 -6.62447  -0.364
C -5.10637 -3.01855 -7.28920  -0.433
N -3.70143 -6.59026 -4.24144  -0.703
H -5.88448 -5.75402 -3.12021  0.447
H -6.53027 -4.69590 -4.32077  0.468
H -5.12183 -4.24102 -3.46856  0.153
H -5.32500 -6.57522 -5.49680  0.200
H -3.71208 -5.55924 -6.93877  0.436
H -3.46380 -4.27312 -5.72385  -0.245
H -4.69744 -2.29073 -6.58837  0.010
H -6.05776 -2.67840 -7.69817  0.266
H -4.42288 -3.11827 -8.13241  0.310
H -3.93167 -6.83452 -3.28884  0.299
H -2.95591 -5.91039 -4.19579  0.151
C -2.81530 -5.32015 -0.13949  -0.870
C -2.07725 -6.10001 1.00060  2.073
C -2.57426 -5.64545 2.41383  -1.130
O -2.32759 -4.22470 2.72629  -0.186
C -0.89088 -3.74584 2.73580  -0.303
N -2.32119 -7.47946 0.64425  -0.769
H -2.57459 -4.26932 0.02154  -0.178
H -3.90428 -5.35545 -0.10812  0.253
H -2.55686 -5.73491 -1.11380  0.253
H -1.02240 -5.82648 0.97729  -0.783
H -2.03858 -6.26609 3.13211  0.400
H -3.64160 -5.85715 2.47765  0.305
H -0.21008 -4.16126 3.47879  0.412
H -0.88719 -2.68459 2.98446  -0.075
H -0.48886 -3.82784 1.72597  0.057
H -1.86839 -8.14968 1.24913  0.379
H -1.96708 -7.67225 -0.28178  0.094
C 2.25352 -3.87253 0.57611  0.169
C 3.39039 -4.17907 -0.34400  1.933
C 4.32720 -3.01867 -0.71995  -0.893
O 3.62385 -1.95287 -1.35241  0.547
C 3.47274 -2.27146 -2.74081  -0.599
N 4.09536 -5.35528 0.13347  -0.511
H 2.69198 -3.73737 1.56484  -0.157
H 1.54894 -4.70385 0.55173  -0.422
H 1.72339 -2.93033 0.43713  -0.163
H 2.84013 -4.40507 -1.25736  -0.947
H 5.20264 -3.40948 -1.23858  0.589
H 4.67861 -2.54320 0.19576  -0.728
H 3.22140 -1.32955 -3.22839  0.075
H 2.56911 -2.87767 -2.80460  0.081
H 4.34495 -2.62597 -3.29005  0.334
H 3.43439 -6.11866 0.15552  0.516
H 4.62460 -5.64040 -0.67813  0.472
C -4.40456 3.57686 -3.48251  -1.185
C -3.45572 2.68919 -4.26457  2.419
C -4.06733 1.30477 -4.65530  -1.608
O -4.32273 0.48092 -3.47436  0.255
C -4.81156 -0.81139 -3.82104  0.113
N -3.08174 3.44651 -5.46512  -0.849
H -3.94153 4.53940 -3.26522  0.467
H -4.64161 3.05233 -2.55689  0.024
H -5.39210 3.65412 -3.93738  0.283
H -2.58491 2.31202 -3.72835  -0.874
H -3.41121 0.70597 -5.28700  0.312
H -4.98151 1.44646 -5.23176  0.292
H -4.06966 -1.37597 -4.38579  -0.445
H -5.75478 -0.66567 -4.34753  0.681
H -5.07593 -1.32012 -2.89400  -0.481
H -2.26468 2.99898 -5.85527  0.333
H -2.63103 4.25892 -5.06896  0.402
C 8.53791 -0.89082 4.14019  -1.711
C 8.11191 -0.71251 2.70010  0.168
C 6.63737 -0.36726 2.58785  1.081
O 6.30653 -0.31700 1.19105  -0.555
C 5.01783 0.02814 0.91012  0.660
N 8.93779 0.34821 2.06919  -0.855
H 8.28785 -1.91587 4.41378  0.352
H 8.00795 -0.19851 4.79437  0.233
H 9.61328 -0.73398 4.22427  0.464
H 8.29933 -1.63244 2.14629  0.449
H 6.44090 0.57295 3.10312  -0.258
H 6.05110 -1.13482 3.09306  -0.186
H 4.80133 1.03899 1.25570  -0.039
H 4.28586 -0.58347 1.43759  0.035
H 4.84707 -0.09527 -0.15933  -0.297
H 8.53797 0.46930 1.14963  0.374
H 8.64788 1.19551 2.53624  0.203
C -2.80622 1.00934 -0.18756  -0.891
C -1.91140 -0.02230 -0.75910  2.457
C -0.72302 -0.44890 0.13631  -0.816
O 0.06155 0.70584 0.35905  0.383
C 1.16154 0.53830 1.29231  -0.325
N -2.76712 -1.11959 -1.16239  1.320
H -3.24158 0.61190 0.72929  -0.221
H -3.64448 1.31598 -0.81317  0.441
H -2.22727 1.90418 0.04085  0.167
H -1.42484 0.48113 -1.59452  -1.338
H -0.12351 -1.16664 -0.42364  -0.028
H -1.02359 -1.03786 1.00283  0.048
H 1.81976 -0.29608 1.05011  -0.288
H 0.78582 0.28506 2.28368  0.953
H 1.78728 1.43036 1.32028  -0.328
H -3.38901 -1.39531 -0.41583  -0.626
H -3.42511 -0.53439 -1.65706  -0.795
C -2.57503 -0.87381 4.71959  -0.162
C -3.54440 -1.04677 5.81526  0.364
C -3.26830 -0.17401 7.05839  -0.911
O -2.36843 -0.97372 7.87692  -0.348
C -2.01249 -0.39321 9.20420  -0.763
N -4.87290 -0.76910 5.23252  -0.450
H -2.56052 0.14110 4.32228  -0.510
H -2.79535 -1.46577 3.83126  -0.418
H -1.61029 -1.24749 5.06271  0.557
H -3.49911 -2.11604 6.02194  0.478
H -4.20274 0.04414 7.57541  0.508
H -2.82653 0.80047 6.85021  0.370
H -1.55694 0.58335 9.04018  0.292
H -1.39750 -1.08692 9.77749  0.243
H -2.95088 -0.26552 9.74384  0.307
H -5.52902 -1.01664 5.95938  0.312
H -4.93529 -1.52776 4.56873  0.131
C 6.59736 3.03155 0.99967  0.593
C 7.35916 4.22770 1.46932  0.989
C 8.75786 4.02759 2.05817  -1.162
O 8.80027 3.10490 3.07792  -0.285
C 8.48920 3.70247 4.36122  -0.811
N 7.38985 5.12825 0.22610  -0.831
H 7.20744 2.48269 0.28228  0.267
H 5.58543 3.19386 0.62855  -0.380
H 6.39716 2.40396 1.86809  -0.705
H 6.81055 4.70678 2.28026  -0.084
H 9.13407 5.03094 2.25785  0.555
H 9.42837 3.63515 1.29364  0.339
H 7.54589 4.23821 4.25513  0.304
H 9.27438 4.35494 4.74314  0.271
H 8.34978 2.90985 5.09635  0.258
H 6.43671 5.41341 0.05204  0.138
H 7.74366 5.97872 0.64039  0.337
C -1.82695 6.26613 4.78165  -1.498
C -2.49164 5.01390 4.16063  1.978
C -1.41120 3.90655 3.86430  -1.020
O -0.21343 4.50999 3.38642  -0.598
C -0.22265 4.90458 2.03913  0.557
N -3.39472 4.59617 5.21360  -0.634
H -1.29478 6.02260 5.70121  0.332
H -2.53197 7.09303 4.86711  0.441
H -0.99311 6.61230 4.17094  0.238
H -2.94334 5.20530 3.18726  -0.685
H -1.79152 2.98471 3.42425  0.343
H -1.01549 3.54141 4.81203  0.286
H -0.24338 4.08190 1.32439  0.073
H 0.65525 5.52827 1.87067  -0.061
H -1.11530 5.49353 1.82837  -0.137
H -4.13360 5.24119 5.45465  0.315
H -3.72789 3.71059 4.86028  0.108
C 4.51182 7.20604 -2.37172  -1.918
C 4.25639 5.74832 -1.94505  0.663
C 3.57792 5.66623 -0.52299  0.226
O 4.55050 6.29317 0.34387  -0.457
C 4.31354 6.09858 1.71522  -0.620
N 3.51574 5.02881 -2.98260  -0.198
H 3.59532 7.76848 -2.19338  0.298
H 4.74131 7.42909 -3.41367  0.443
H 5.19190 7.65465 -1.64759  0.385
H 5.23795 5.28361 -1.85184  0.506
H 3.34222 4.63817 -0.24796  -0.010
H 2.66253 6.25603 -0.47511  0.203
H 5.05229 6.55049 2.37713  0.339
H 4.34334 5.05003 2.01143  0.025
H 3.30857 6.43218 1.97377  0.386
H 3.48635 4.07033 -2.66549  0.426
H 2.57540 5.31352 -2.74848  -0.127
C 7.12600 -4.67556 2.60633  -1.144
C 5.94433 -4.89295 3.57755  0.549
C 6.21958 -4.25083 4.93786  -0.302
O 7.32482 -4.77326 5.68189  -0.350
C 7.10192 -5.90598 6.45840  -0.685
N 4.84886 -4.25737 2.82597  -0.147
H 7.05382 -5.33859 1.74421  0.366
H 8.07192 -4.91453 3.09238  0.391
H 7.25712 -3.69147 2.15635  0.057
H 5.84910 -5.97711 3.63776  0.286
H 5.36446 -4.26345 5.61367  0.423
H 6.35743 -3.19376 4.71046  -0.314
H 6.21854 -5.87415 7.09618  0.296
H 8.01965 -6.00446 7.03821  0.254
H 6.91542 -6.78919 5.84746  0.274
H 4.75305 -4.73885 1.94331  0.166
H 5.06615 -3.29298 2.61900  -0.123
C 0.88849 3.88014 -7.13550  -1.770
C 0.58526 4.06710 -5.61397  0.893
C 0.95122 2.84445 -4.75450  0.147
O 0.09064 1.70354 -4.97360  -0.442
C -0.03613 0.90668 -3.75967  -0.141
N 1.50284 5.13349 -5.22686  -0.469
H 0.59342 4.70420 -7.78508  0.438
H 0.35767 2.97067 -7.41693  0.398
H 1.94101 3.61169 -7.22630  0.436
H -0.45119 4.24963 -5.33011  -0.503
H 0.98850 3.23579 -3.73786  0.070
H 1.93648 2.46780 -5.02923  -0.068
H -0.67395 0.07695 -4.06440  0.283
H -0.53521 1.44755 -2.95564  -0.126
H 0.91958 0.56399 -3.36311  0.266
H 2.41147 4.87057 -4.87277  -0.021
H 1.75719 5.66616 -6.04641  0.315
C -0.66374 4.99632 -1.79548  1.111
C -0.33783 6.46237 -2.00163  -0.283
C -0.44507 7.27160 -0.68335  -0.540
O -1.78654 7.35185 -0.22549  -0.333
C -2.02692 8.19226 0.92282  -0.858
N 0.92740 6.53187 -2.62878  -0.226
H 0.10845 4.37996 -1.33512  -0.288
H -0.93793 4.52745 -2.74050  -0.587
H -1.57120 4.87256 -1.20447  -0.226
H -1.10561 6.85808 -2.66647  0.474
H -0.17912 8.27846 -1.00521  0.543
H 0.23839 6.87666 0.06832  0.072
H -1.89535 9.26184 0.75918  0.354
H -1.36960 7.85180 1.72290  0.319
H -3.00920 8.07859 1.38141  0.282
H 1.14431 7.51169 -2.74278  0.256
H 0.89934 6.16473 -3.56927  0.075
C 6.05419 0.82700 -4.51298  -1.557
C 5.05010 1.83885 -4.07370  0.799
C 4.76708 1.69822 -2.49674  0.411
O 3.51471 2.39989 -2.27634  -0.182
C 2.95660 2.06419 -0.98824  -0.565
N 5.63820 3.14043 -4.30166  -0.721
H 6.96979 0.84918 -3.92197  0.344
H 6.37384 1.04991 -5.53093  0.446
H 5.52749 -0.12667 -4.47833  0.255
H 4.06064 1.74370 -4.52095  -0.312
H 5.54596 2.13043 -1.86855  0.162
H 4.60934 0.64561 -2.26174  -0.728
H 3.41840 2.27386 -0.02342  0.049
H 2.87909 0.97704 -1.00264  0.721
H 1.92469 2.40033 -0.88683  -0.229
H 4.98464 3.83320 -3.96546  0.302
H 6.47330 3.24577 -3.74345  0.402
C -11.12321 0.00927 -2.92780  -1.331
C -10.71365 1.44072 -3.20830  0.474
C -9.28071 1.81798 -2.74829  -0.570
O -9.24497 1.63813 -1.33891  -0.441
C -7.88297 1.78066 -0.86681  -0.075
N -10.93409 1.73748 -4.61599  -0.801
H -11.25661 -0.06842 -1.84878  0.309
H -10.30752 -0.67475 -3.16200  0.226
H -12.01663 -0.28322 -3.47949  0.397
H -11.34552 2.06107 -2.57270  0.311
H -9.01124 2.83941 -3.01693  0.332
H -8.53553 1.18736 -3.23319  0.202
H -7.57025 2.82141 -0.95130  0.331
H -7.31225 1.08612 -1.48325  0.040
H -7.85630 1.43036 0.16502  0.056
H -10.15591 1.42075 -5.17653  0.267
H -10.69186 2.71426 -4.70161  0.300
C 3.86114 2.84853 6.06129  -1.713
C 3.74915 1.89845 4.85397  1.584
C 3.40150 0.43684 5.29456  -1.110
O 3.07812 -0.26873 4.08299  0.253
C 2.66257 -1.58148 4.27697  -0.690
N 2.63547 2.37863 4.07382  0.075
H 4.18031 3.84914 5.76972  0.358
H 4.65488 2.42105 6.67393  0.444
H 3.00973 2.94787 6.73460  0.379
H 4.62763 1.77523 4.22057  -0.707
H 2.53974 0.40139 5.96106  0.382
H 4.21198 -0.10832 5.77832  0.449
H 1.70828 -1.60511 4.80314  0.257
H 3.37148 -2.11436 4.91069  0.361
H 2.52211 -2.02449 3.29102  -0.021
H 2.55820 1.58488 3.45408  -0.244
H 1.79623 2.48300 4.62596  0.089
C 1.15772 -4.92804 -6.45832  -1.316
C -0.14336 -4.12501 -6.70031  0.489
C -0.62704 -3.26774 -5.45134  -0.646
O -1.12731 -4.08911 -4.43811  -0.125
C -1.51177 -3.35675 -3.29124  0.520
N 0.12248 -3.23447 -7.82148  -0.754
H 1.00374 -5.74769 -5.75649  0.150
H 1.94441 -4.29850 -6.04251  0.265
H 1.43862 -5.48327 -7.35326  0.476
H -0.93650 -4.81648 -6.98472  0.131
H -1.35382 -2.56675 -5.86183  0.179
H 0.18823 -2.64215 -5.08789  0.465
H -2.40011 -2.79084 -3.57174  -0.165
H -0.72670 -2.73532 -2.86044  0.292
H -1.92600 -3.97844 -2.49751  -0.466
H 0.41819 -3.77975 -8.61854  0.315
H 0.96651 -2.71730 -7.62083  0.281
C -7.17361 2.12808 4.08777  -1.864
C -5.86711 1.95872 3.30467  1.900
C -5.58870 3.23343 2.38988  -1.462
O -4.29643 3.11354 1.73263  0.565
C -4.01615 4.24845 0.83580  -1.499
N -4.60987 1.84084 4.10006  -0.219
H -7.50570 1.16486 4.47508  0.328
H -8.09565 2.45801 3.60911  0.381
H -7.02065 2.75587 4.96559  0.419
H -5.91204 1.11215 2.61954  -0.807
H -5.43651 4.05363 3.09145  0.460
H -6.43575 3.48933 1.75340  0.564
H -4.68178 4.25041 -0.02736  0.405
H -3.02019 4.38364 0.41402  0.060
H -4.27791 5.13530 1.41293  0.645
H -4.63189 0.92958 4.53504  0.272
H -3.86642 1.86437 3.41681  -0.041
C -6.99869 -1.52405 2.71235  -0.715
C -5.89688 -2.48952 2.36369  0.487
C -4.93447 -1.86443 1.31187  -0.317
O -5.60547 -1.60124 0.06973  0.811
C -6.34305 -2.71668 -0.44760  -1.024
N -5.16853 -2.93522 3.53202  -0.436
H -6.54876 -0.78999 3.38079  -0.252
H -7.81734 -2.02588 3.22819  0.528
H -7.34021 -0.95492 1.84774  0.040
H -6.29401 -3.44626 2.02453  0.651
H -4.09183 -2.54177 1.17310  0.102
H -4.52590 -0.93100 1.69899  -0.956
H -7.27166 -2.76322 0.12129  0.387
H -5.75152 -3.62935 -0.37526  0.105
H -6.63377 -2.46004 -1.46629  0.200
H -4.42395 -3.60146 3.38427  -0.298
H -5.76762 -3.58239 4.02433  0.336

Summary:
ΔE to the lowest compared entry with this formula, charge and spin ... 147.64 kcal per mole

=====

Record 2
# C15H23I2N2O2

An isolated ion of composition C15H23I2N2O2 and charge -1 in a non-equilibrium geometry (ωB97M-V with the def2-TZVPD basis set, OMol25).

Each line ends with the Mulliken charge.
Cartesian coordinates (Å):
C 2.80222 -0.74079 2.42134  -1.360
C 1.53818 -0.81381 1.52750  -1.211
C 1.75544 -0.36753 0.07351  2.151
N 0.47915 -0.26271 -0.65186  0.146
C -0.39738 -1.39895 -0.44296  -0.432
C -1.58505 -1.35743 -1.45259  -1.038
C -2.13192 0.05682 -1.71018  -0.488
C -2.46813 0.86680 -0.45267  -0.565
N -3.61091 0.34146 0.30812  0.371
C -4.91624 0.70202 0.14091  -0.498
C -5.62432 0.00414 1.07208  -0.477
C -4.74406 -0.80798 1.84652  -0.786
C -3.50529 -0.54060 1.30674  -0.043
C 2.58606 -1.46557 -0.68570  0.088
O 2.57871 -1.46883 -1.94544  -0.678
O 3.19192 -2.32831 -0.01735  -0.754
C 2.44836 1.04603 0.01935  -2.214
I 0.96050 2.63939 -0.31054  0.078
C 3.51820 1.20212 -1.10959  -0.347
C 4.32330 2.51921 -0.79034  -1.016
I 2.69098 1.55712 -3.09837  0.107
H 2.59923 -0.36159 3.43070  0.337
H 3.63983 -0.20644 1.96244  0.346
H 3.17201 -1.76330 2.55535  0.302
H 1.16399 -1.83479 1.60058  0.431
H 0.80228 -0.10913 1.95661  0.291
H 0.65980 -0.16512 -1.64776  0.207
H -0.86252 -1.41297 0.54932  0.010
H 0.07827 -2.38618 -0.58137  0.441
H -2.37595 -2.00105 -1.04006  0.403
H -1.25590 -1.80477 -2.39871  0.406
H -1.34108 0.61289 -2.23577  0.302
H -2.97564 0.02138 -2.41399  0.405
H -2.75583 1.87104 -0.78265  0.217
H -1.60297 0.88278 0.21076  0.203
H -5.30836 1.40611 -0.57654  0.338
H -6.69529 0.05554 1.24072  0.383
H -4.97182 -1.45634 2.67745  0.431
H -2.61748 -1.00375 1.71679  0.247
H 2.91682 1.34609 0.95493  0.670
H 4.25882 0.40367 -1.12706  0.619
H 5.39946 2.33142 -0.89328  0.310
H 4.16564 2.85853 0.24022  0.319
H 4.01698 3.33341 -1.44717  0.349

Summary:
Net charge ... -1

=====

Record 3
# C9H9BN2

C9H9BN2 in the gas phase in a non-equilibrium geometry (ωB97M-V with the def2-TZVPD basis set, OMol25).

Each line ends with the Mulliken charge.
Cartesian coordinates (Å):
H 0.47590 -3.40125 0.21970  -0.010
B 1.00891 -2.85364 1.06718  -0.104
C 1.88919 -2.09627 1.77041  -0.223
C 2.00941 -0.84483 2.61460  -0.284
C 1.60767 0.37617 2.26873  -0.557
C 0.85027 0.66575 1.16598  0.394
N 0.88346 0.35167 -0.06977  -0.501
C -0.29948 0.55907 -0.80273  0.580
C -0.12957 0.99670 -2.16544  -0.496
C -1.32029 1.21421 -2.89441  -0.371
C -2.52836 0.99773 -2.19393  -0.377
C -2.53830 0.59845 -0.92202  -0.266
N -1.48442 0.37793 -0.21233  -0.464
H 2.82230 -2.59806 1.80425  0.243
H 2.55463 -0.88530 3.54066  0.339
H 1.69518 1.12572 2.99848  0.348
H -0.05739 1.37739 1.38227  0.214
H 0.83238 1.02114 -2.54137  0.498
H -1.27382 1.61102 -3.92057  0.374
H -3.50609 0.97552 -2.70629  0.314
H -3.49155 0.43087 -0.40341  0.350

Summary:
ΔE to the lowest compared entry with this formula, charge and spin ... 41.47 kcal per mole

=====

For reference, energy by record: -5779.34804; -1440.78824; -482.56287 Eh.
For reference, lowest unoccupied orbital energy by record: 0.23; 2.37; 0.07 eV.